BrCaZn2 as an isolated structure in a non-equilibrium geometry, computed with wB97M-V/def2-TZVPD.

ORCA input file:
```
! wB97M-V def2-TZVPD RIJCOSX def2/J DEFGRID3
* xyz 5 1
Ca -0.07122 2.10882 0.53731
Zn 1.90576 -0.39832 -0.23845
Zn -1.54792 -1.70107 0.04565
Br -0.28662 -0.00943 -0.34451
*
```

Its highest occupied orbital energy is -1.4202 Eh. As for the energy relative to the best compared isomer or geometry (same formula, charge and spin): 380.8 kJ/mol. As for the HOMO-LUMO gap: 11.70 eV.

Here is what Mulliken gives for the atomic charges, in e: 1.866 1.307 1.182 0.645